[1]
{
  "formula": "C9H15NOP",
  "method": "ωB97M-V/def2-TZVPD",
  "smiles": "CC[C@]([NH3+])(PO)c1ccccc1",
  "total_charge": 1,
  "symbols": ["H", "H", "H", "H", "C", "P", "H", "C", "H", "H", "C", "N", "C", "H", "H", "C", "C", "H", "C", "H", "H", "C", "C", "H", "H", "O", "H"],
  "coordinates": [[2.75, -1.44, -2.96], [-1.82, -2.62, -1.12], [0.83, 1.10, -2.64], [1.14, -0.39, 3.47], [0.84, 0.05, 1.62], [2.17, -0.63, -0.98], [0.88, 2.13, -1.28], [0.06, 0.51, 0.53], [-0.90, 1.41, 4.21], [-0.11, -1.45, -2.33], [0.43, 0.10, -0.84], [0.38, 1.32, -1.72], [-1.28, -1.92, -0.49], [1.75, -0.52, 1.43], [-0.39, -2.20, 0.09], [-0.57, 1.09, 3.17], [-0.72, -0.92, -1.54], [-1.87, -1.23, 0.17], [0.49, 0.20, 2.89], [-2.07, 2.48, 2.24], [-1.57, 1.69, -0.05], [-1.00, 1.33, 0.81], [-1.19, 1.77, 2.13], [1.90, -1.91, -0.37], [-1.49, -0.49, -2.05], [1.98, -1.15, -2.55], [-0.63, 1.67, -1.86]]
}



[2]
{
  "formula": "C11H62NO19",
  "method": "ωB97M-V/def2-TZVPD",
  "total_charge": 1,
  "symbols": ["H", "H", "H", "H", "H", "H", "H", "C", "H", "H", "H", "H", "H", "H", "H", "H", "H", "H", "O", "C", "H", "H", "H", "H", "H", "C", "H", "O", "O", "H", "H", "O", "H", "H", "O", "H", "O", "O", "H", "C", "H", "H", "H", "O", "H", "H", "C", "O", "O", "O", "C", "H", "H", "H", "H", "O", "N", "H", "H", "H", "H", "O", "C", "H", "H", "H", "H", "C", "H", "O", "C", "H", "H", "H", "H", "H", "H", "H", "H", "H", "H", "H", "H", "C", "O", "H", "O", "H", "C", "O", "O", "O", "H"],
  "coordinates": [[1.60, 2.06, 4.88], [1.60, 0.87, 4.08], [4.81, 4.09, 0.00], [0.51, 2.71, -1.40], [4.29, 3.44, 0.98], [-0.92, -5.31, 2.09], [0.95, -4.85, -0.66], [2.25, -1.39, 1.58], [-3.79, 2.07, -2.17], [-6.22, -1.09, -3.01], [-1.54, -0.96, 0.67], [3.93, -3.23, -1.36], [4.46, 0.80, 0.75], [2.72, -2.33, 1.13], [1.79, 1.90, -0.36], [-1.33, 1.24, -1.53], [-1.27, 4.25, 1.34], [-1.39, -3.23, -2.82], [3.86, 1.54, 1.22], [-1.15, 2.17, 0.89], [-0.67, 1.43, 4.84], [2.20, -5.31, -0.02], [1.41, 0.23, -3.93], [-3.32, 6.14, 2.39], [-0.35, -2.15, -2.19], [-1.24, -2.55, -1.88], [1.65, -1.68, 2.46], [-6.19, -2.80, -0.55], [4.83, -2.91, -1.28], [0.00, 0.13, -1.50], [1.12, -1.29, -0.14], [0.11, 1.84, -4.05], [-6.01, -2.39, -1.44], [3.86, 1.49, 2.12], [4.26, 1.33, -2.58], [-3.31, -2.04, -1.37], [1.45, -3.81, -3.94], [-1.60, 1.50, 4.92], [-1.37, -2.87, 2.53], [-1.81, -0.50, -0.47], [3.02, -0.77, 1.86], [-5.74, -3.73, -0.67], [5.39, -3.40, -0.65], [-3.47, 0.09, 3.31], [-4.15, 0.00, 2.62], [-2.71, 0.07, -0.15], [1.60, -0.63, 0.56], [2.05, -0.41, -4.18], [-3.09, 5.41, 2.95], [0.19, -5.76, -2.19], [0.86, 2.37, -0.37], [1.64, 3.64, 1.32], [3.31, 7.14, 1.49], [-1.87, 2.48, 0.35], [0.06, -4.39, 1.37], [4.60, 4.24, 0.84], [-0.13, 1.39, 0.15], [-3.75, 4.65, 2.98], [3.82, 1.87, -2.01], [-3.20, 3.63, -2.13], [1.22, 1.13, 1.73], [-2.02, -2.31, 2.90], [-0.42, 3.49, 1.37], [2.23, -0.13, -0.33], [-0.11, 3.17, 2.52], [1.08, -4.63, -3.46], [0.76, 4.49, -0.05], [-2.25, -1.60, -1.55], [-2.52, -1.06, -2.45], [-3.07, 2.66, -2.33], [0.89, 3.61, 0.62], [2.31, -4.02, -4.35], [-5.46, -2.54, -3.70], [-0.68, -5.80, -2.05], [-2.00, -2.51, 3.87], [-0.83, -3.15, -1.00], [-2.01, 1.18, 4.07], [-0.55, 1.46, -4.52], [1.65, -1.23, -3.82], [-3.03, -0.81, 3.40], [3.75, 0.58, -2.69], [3.40, 5.52, 1.47], [-0.12, 0.10, 1.76], [-0.78, 0.62, -0.88], [-0.21, -4.57, 2.17], [-1.69, 1.64, 1.71], [1.02, 1.51, 4.30], [0.77, -6.57, -1.99], [0.65, 0.48, 1.13], [3.14, 6.34, 1.90], [1.55, -4.42, -0.09], [-5.53, -1.82, -2.97], [0.29, 2.73, -4.35]]
}



[3]
{
  "formula": "C33H33F5N5ScSeTe",
  "method": "ωB97M-V/def2-TZVPD",
  "total_charge": 2,
  "symbols": ["N", "C", "C", "C", "C", "H", "H", "H", "C", "C", "H", "N", "H", "H", "C", "C", "C", "C", "C", "C", "C", "H", "C", "C", "H", "Te", "C", "C", "C", "F", "H", "H", "F", "H", "H", "H", "H", "H", "C", "H", "C", "C", "C", "H", "H", "C", "H", "F", "H", "H", "H", "C", "F", "H", "C", "C", "C", "H", "C", "C", "N", "H", "Se", "C", "H", "N", "Sc", "H", "H", "C", "H", "C", "F", "C", "H", "H", "H", "N", "H"],
  "coordinates": [[0.81, -1.93, -0.84], [2.96, 1.48, -0.42], [1.53, 0.78, 4.56], [4.43, -1.00, -1.00], [-0.07, -3.38, -5.63], [-2.44, 2.02, -4.96], [-0.67, -4.11, -6.14], [-3.05, -3.66, -1.46], [-1.34, 2.44, 1.06], [1.17, 3.41, -5.09], [2.17, 3.80, -5.14], [-1.64, -1.39, -0.22], [-3.53, -0.71, -0.75], [1.79, -4.19, -6.33], [-0.68, -2.38, -4.88], [2.09, -2.47, -5.09], [1.32, -3.42, -5.73], [-2.95, -0.88, 0.16], [1.98, 2.42, 0.28], [-0.37, 3.24, 0.20], [0.50, 0.23, 3.79], [1.69, 1.81, -3.77], [-1.14, 3.53, -5.75], [2.59, -3.29, -1.63], [-1.76, -2.34, -4.82], [-0.86, 0.08, -3.13], [2.95, -0.87, -0.93], [1.49, -1.48, -4.33], [-0.05, -2.94, -0.96], [-0.23, 1.81, 7.53], [2.38, 3.44, 0.27], [-3.20, -3.54, 0.29], [-1.80, -0.29, 3.65], [-2.35, 0.19, 1.93], [-0.92, 3.71, -0.61], [-2.30, 1.68, -0.57], [-0.85, 2.03, 1.95], [-1.94, 4.01, -6.31], [1.29, 1.31, 5.82], [3.17, -2.49, -5.19], [-1.03, 0.77, 5.59], [0.00, 1.30, 6.34], [-1.44, -2.62, -0.53], [4.76, -1.96, -0.60], [2.10, -0.73, -3.84], [-0.41, 1.80, -4.27], [1.85, 2.12, 1.32], [2.29, 1.83, 6.52], [3.29, 1.91, -1.37], [-2.16, 3.08, 1.38], [0.36, 4.90, -6.41], [0.36, -4.17, -1.45], [-2.27, 0.75, 6.07], [3.84, 1.35, 0.21], [-2.49, -3.69, -0.52], [1.69, -4.34, -1.80], [0.15, 4.03, -5.81], [3.63, -3.41, -1.88], [-2.77, 0.41, 0.95], [-1.43, 2.41, -4.98], [-1.82, 1.30, 0.24], [2.04, -5.29, -2.19], [0.92, -0.56, 2.11], [-0.77, 0.24, 4.34], [-3.51, -1.60, 0.77], [0.67, 2.36, -0.39], [0.06, 0.10, -0.27], [0.82, 2.65, -1.36], [4.94, -0.21, -0.45], [0.89, 2.30, -4.32], [-2.06, -4.68, -0.41], [0.10, -1.43, -4.23], [2.77, 0.82, 4.08], [2.10, -2.08, -1.14], [-3.74, 0.90, 1.10], [0.09, 4.04, 0.79], [4.76, -0.94, -2.05], [2.30, 0.21, -0.70], [-0.34, -4.99, -1.56]]
}



[4]
{
  "formula": "C4H11N2S",
  "method": "ωB97M-V/def2-TZVPD",
  "smiles": "CNC[C@@H](N)C[S-]",
  "total_charge": -1,
  "symbols": ["H", "H", "H", "H", "C", "H", "H", "H", "H", "S", "N", "H", "C", "H", "N", "C", "H", "C"],
  "coordinates": [[-1.32, -0.93, 0.61], [1.50, -0.42, -1.27], [-1.62, 0.65, -0.82], [0.66, 1.32, 0.52], [-0.53, -2.26, 2.68], [-0.61, -0.42, -1.66], [-1.59, -2.15, 2.86], [2.36, 0.28, -0.13], [-1.01, 0.41, 1.80], [-0.07, 1.77, -2.42], [0.22, -1.19, 2.08], [-0.39, -3.19, 2.06], [-0.58, 0.56, -1.15], [0.84, -0.71, 2.70], [1.55, -0.33, -0.25], [-0.58, -0.36, 1.16], [0.00, -2.71, 3.54], [0.29, 0.39, 0.08]]
}



Values for energy above the lowest of the compared OMol25 structures with the same formula, charge and spin, kJ/mol, ordered as above
50.2 0.0 28.1 145.9
Values for HOMO, eV, ordered as above
-12.926 -12.246 -12.860 -2.394
Values for Kohn-Sham gap, eV, ordered as above
9.599 9.626 6.290 5.909